No. 1
12 unconnected molecules or ions with the total composition C48H64IN15OPS at a distorted geometry, computed with ωB97M-V with the def2-TZVPD basis set.

Cartesian coordinates (Å):
1 I 3.4409 2.1765 -3.9968
2 S 7.4933 -1.5402 -3.0223
3 P 5.5134 1.3187 -3.0224
4 O 6.0991 2.5646 -2.1941
5 N 2.4180 1.0095 4.2017
6 N 3.8356 -0.8081 -0.0439
7 N 4.4139 -1.7314 -0.7881
8 N -1.3435 -4.4711 -1.6538
9 N -6.3573 -4.0036 6.1850
10 N 0.7551 0.3565 0.4043
11 N -3.6677 -1.4445 4.8423
12 N 6.2851 2.4905 1.8356
13 N -2.0074 1.9433 -4.1630
14 N 5.0256 -1.1670 -1.7721
15 N -3.5006 8.1782 -2.1284
16 N 2.1831 -6.4179 -1.3179
17 N 4.8431 0.1689 -1.7296
18 N -1.2574 -0.8100 -2.5658
19 N -5.7920 2.3812 -5.0154
20 C -1.6235 -5.7083 -1.1394
21 C 8.1777 -1.3965 -1.3497
22 C 3.8723 -7.4963 -0.3754
23 C -2.6965 9.1975 -1.6972
24 C 8.2138 0.0239 -0.7859
25 C -8.2271 -4.3110 7.3250
26 C -1.8160 8.2930 -3.5575
27 C -0.6351 -5.9477 -3.1429
28 C 0.4601 0.0778 1.7156
29 C -3.9754 -1.3006 6.1693
30 C -1.8830 4.0862 -3.6163
31 C -1.6415 9.2950 -2.5637
32 C 7.5790 2.9478 1.7441
33 C -2.1711 -1.1863 -1.6247
34 C -1.8675 -0.6010 5.8182
35 C -2.1926 2.6518 -5.3191
36 C -2.1192 3.9856 -5.0134
37 C 2.1806 2.2895 5.9905
38 C 4.0975 0.3480 -0.6356
39 C 0.0247 1.4466 -0.0050
40 C 5.8777 2.5075 3.1487
41 C -1.7023 -1.1746 -3.8093
42 C -0.7440 1.8547 1.0510
43 C 3.1830 -6.7629 0.6274
44 C 2.8443 0.2653 5.2708
45 C -8.5553 -3.7914 6.0435
46 C -0.4597 0.9934 2.1449
47 C 7.9976 3.2525 3.0074
48 C -1.8229 2.8089 -3.1206
49 C 3.2286 -7.2638 -1.5630
50 C 5.7722 -1.9935 -2.7430
51 C -2.8787 -0.7803 6.8011
52 C -6.6418 3.3965 -4.6750
53 C -6.4131 1.5378 -5.8953
54 C -3.2132 -1.8019 -2.2673
55 C -2.9169 -1.7907 -3.6602
56 C -7.8187 3.2033 -5.3476
57 C -0.7412 -4.6072 -2.8726
58 C -2.3859 -1.0170 4.6211
59 C -2.9705 7.6202 -3.2589
60 C 6.9209 2.9733 3.8958
61 C 2.0088 2.2435 4.6337
62 C -6.8652 -4.4323 7.3810
63 C 2.1452 -6.1114 0.0129
64 C 2.7104 1.0336 6.3951
65 C -7.6734 2.0217 -6.1233
66 C -7.3815 -3.6143 5.3630
67 C -1.1923 -6.6466 -2.0375
68 H -8.9136 -4.5666 8.1139
69 H 5.7261 2.1890 1.0651
70 H 7.4215 0.1930 -0.0611
71 H -1.1689 8.0917 -4.3948
72 H -3.4600 6.7978 -3.7524
73 H 2.4004 0.7007 3.2498
74 H -8.4095 1.5794 -6.7728
75 H -2.3622 2.1479 -6.2559
76 H 6.9161 3.1027 4.9642
77 H -8.6873 3.8370 -5.2908
78 H -2.8078 -0.5525 7.8509
79 H 8.9684 3.6356 3.2709
80 H -4.2872 -1.8039 4.1412
81 H 3.2028 -0.7414 5.1401
82 H -2.9434 9.7639 -0.8162
83 H 4.7359 -8.1252 -0.2396
84 H -0.8360 10.0062 -2.4958
85 H -1.6704 2.4452 -2.1186
86 H -0.3979 -0.3320 -2.3732
87 H 1.4026 -0.1665 -0.1526
88 H 3.7623 1.3172 -0.3125
89 H 7.7150 -2.0914 -0.6562
90 H -1.7753 4.9925 -3.0430
91 H -2.0023 -0.9808 -0.5794
92 H 9.1483 0.1716 -0.2569
93 H -4.0917 -2.2089 -1.7964
94 H 1.6308 2.9765 3.9416
95 H 4.8883 2.1887 3.4343
96 H -6.2169 -4.7841 8.1645
97 H -2.0970 -5.8154 -0.1789
98 H 1.9499 3.1282 6.6249
99 H -4.3505 7.8864 -1.6844
100 H 1.5347 -6.0755 -2.0079
101 H 0.9334 -0.7453 2.2251
102 H -5.9077 0.6699 -6.2828
103 H 3.4183 -6.7235 1.6776
104 H -2.0083 0.9382 -4.0770
105 H 2.9615 0.7303 7.3972
106 H -1.9537 -1.0467 3.6356
107 H 1.3838 -5.4604 0.4075
108 H 9.2007 -1.7364 -1.4639
109 H -7.1888 -3.2467 4.3695
110 H -5.3831 -3.9792 5.9482
111 H -4.9456 -1.5763 6.5472
112 H -1.4310 2.6840 1.0443
113 H 8.0824 3.0161 0.7942
114 H -0.2036 -6.3796 -4.0313
115 H -9.5400 -3.5743 5.6662
116 H 5.5524 2.8648 -1.4545
117 H -1.2650 -7.7138 -1.9160
118 H -4.8534 2.2739 -4.6748
119 H 0.1136 1.8352 -1.0068
120 H -2.2267 4.7983 -5.7121
121 H -0.4430 -3.7435 -3.4412
122 H -0.8833 1.0394 3.1345
123 H 5.7405 -2.9926 -2.3302
124 H 8.1876 0.7633 -1.5766
125 H -1.1130 -0.9599 -4.6864
126 H -1.5473 -3.5930 -1.2114
127 H -3.5263 -2.1852 -4.4551
128 H 3.4245 -7.6287 -2.5567
129 H 5.2583 -2.0042 -3.6960
130 H -0.8746 -0.2102 5.9740
131 H -6.3373 4.1660 -3.9870

Atoms 1-6, force components in eV/Å:
0.01 -0.18 0.51
-0.24 0.25 -0.06
0.67 0.30 -1.56
-0.58 -0.91 0.62
0.12 0.04 0.13
0.07 0.15 -0.36

Charge: +1

***

No. 2
A molecular structure, C48H64N8O12 at a distorted geometry, computed with ωB97M-V with the def2-TZVPD basis set.

Cartesian coordinates (Å):
1 O -0.1789 -2.3375 2.6391
2 O 0.8242 0.9366 2.7006
3 O -2.7065 2.3771 -1.3634
4 O -0.2710 -0.0005 1.1093
5 O -0.7757 0.9201 6.4396
6 O -3.8798 3.7146 -0.0132
7 O -2.9916 1.1537 6.8421
8 O -2.0752 1.4546 4.7030
9 O -1.3092 -1.6817 0.7530
10 O -4.3182 1.4380 -0.1509
11 O 1.5426 0.6914 0.5867
12 O -1.8265 -3.5838 1.9383
13 N 2.5203 -2.5594 2.7141
14 N 1.8557 3.4259 -3.5606
15 N 1.5404 -4.1664 0.1675
16 N -2.4258 -2.8678 0.0896
17 N 4.5583 2.9186 -1.0351
18 N -0.2077 3.4808 0.9705
19 N -2.9342 -1.1096 -5.4397
20 N -0.4409 -2.2732 -3.0935
21 C -2.8924 -0.0948 -3.4481
22 C -2.3400 3.6727 -1.6876
23 C 0.6102 -3.1381 4.6137
24 C 0.0978 5.4524 -0.0905
25 C -3.6467 -3.5427 0.0616
26 C 1.1401 0.3014 -0.6717
27 C -2.9397 -3.0551 -2.0295
28 C -2.0479 1.2185 6.0211
29 C 0.2340 1.9904 -2.9578
30 C -1.4620 0.2065 -1.0231
31 C -0.6204 4.8127 0.8872
32 C 3.2949 -2.4794 3.8646
33 C -2.6023 0.0903 -4.7569
34 C 3.3108 -3.0523 1.0403
35 C -0.0260 -3.5274 3.2615
36 C 0.9397 4.5771 -0.6574
37 C 1.6194 -2.0649 -2.2910
38 C -3.4014 -1.9871 -4.5106
39 C 1.2392 -0.8296 -2.8585
40 C 3.2738 -1.2601 4.5005
41 C 1.4035 -2.8205 -0.1028
42 C 0.6992 3.3246 -0.0592
43 C -1.1551 -2.4481 1.6960
44 C -1.9524 -2.7381 -1.1500
45 C 1.5828 2.4179 -2.6842
46 C 3.4451 2.2659 -0.7213
47 C -0.7132 1.3151 4.2237
48 C 0.7581 0.5940 1.5303
49 C -3.5741 -1.2979 -3.2991
50 C -1.4506 -4.0912 3.1908
51 C -4.0676 -3.5959 -1.2900
52 C 4.6578 1.0126 -2.1115
53 C 0.1977 1.2445 5.5046
54 C -3.2585 4.5723 -0.9079
55 C 5.3482 2.1243 -1.8610
56 C 0.5762 -2.8892 -2.3081
57 C -0.1241 -0.3603 -0.3389
58 C 2.3320 -0.6156 3.7571
59 C 3.4916 1.0408 -1.2966
60 C 2.4830 -2.0821 0.4484
61 C -2.3352 3.5390 -3.2422
62 C 2.6671 -4.2656 0.9500
63 C 1.1831 0.1845 5.6881
64 C -3.6390 2.4299 -0.4119
65 C 1.8271 -1.3805 2.7183
66 C -0.1176 2.5868 -4.2221
67 C -0.0218 -1.0191 -3.4684
68 C 0.9431 3.4221 -4.5606
69 H 1.7159 0.1394 -2.8727
70 H 1.0548 2.3319 -0.2923
71 H -0.4548 2.7562 1.6292
72 H -3.9675 5.0346 -1.5948
73 H 2.6699 2.6874 -0.0985
74 H -0.4913 1.3226 -2.5168
75 H -2.1735 0.8755 -5.3618
76 H -4.0646 -1.7324 -2.4406
77 H -0.7129 -0.3660 -3.9806
78 H -2.4244 4.3499 -3.9650
79 H -3.6852 -2.9571 -4.8912
80 H 0.5811 -2.5442 -0.7459
81 H 2.9997 -5.2436 1.2652
82 H -2.9037 -3.1066 -3.1076
83 H -0.7294 0.3894 3.6484
84 H 1.5563 -2.5970 4.6053
85 H 2.6643 -1.0178 0.4198
86 H -1.7143 -0.2117 -1.9976
87 H -1.9092 -2.6741 0.9356
88 H -2.0877 -3.7267 3.9967
89 H 6.2861 2.4956 -2.2470
90 H -0.5030 2.1661 3.5759
91 H 1.0001 -0.7668 5.1884
92 H 2.2049 0.4975 5.4736
93 H 3.7319 -3.4262 4.1455
94 H -1.3789 5.1857 1.5593
95 H 2.6546 4.0436 -3.5469
96 H -1.4043 3.0257 -3.4834
97 H 0.8800 -4.8596 -0.1539
98 H -0.0857 6.4886 -0.3336
99 H 1.1170 -0.9814 2.0091
100 H 1.9236 0.3819 3.8250
101 H 1.1978 1.0447 -1.4669
102 H -1.3036 -2.6525 -3.4569
103 H -2.4156 -0.0171 -0.5448
104 H 0.5773 2.2499 5.6872
105 H -2.6389 5.3147 -0.4048
106 H -1.1113 2.5030 -4.6367
107 H 2.6150 0.4165 -1.2063
108 H 4.9643 0.2940 -2.8572
109 H -1.5545 -5.1760 3.2153
110 H 4.2735 -2.8782 1.4976
111 H 3.5644 -1.0401 5.5171
112 H 1.6184 -0.5887 -1.0804
113 H 1.0723 -0.1875 6.7067
114 H 1.2004 4.1229 -5.3410
115 H 0.7049 -3.8833 5.4034
116 H -4.2561 -3.8202 0.9089
117 H 0.6981 -4.0221 2.6142
118 H 4.8347 3.8470 -0.7490
119 H 1.6227 4.7661 -1.4723
120 H -1.3411 3.8032 -1.2715
121 H -2.7136 -1.3035 -6.4061
122 H 2.2223 2.1401 -1.8594
123 H 0.5804 -3.9245 -2.0004
124 H -0.9936 -2.2989 -1.3829
125 H 2.5812 -2.0391 -1.8004
126 H -1.5119 1.2948 -0.9870
127 H -3.0555 2.8163 -3.6257
128 H 2.4336 -3.2685 2.0001
129 H -5.0510 -3.9192 -1.5980
130 H -0.0604 -2.4241 5.0918
131 H -2.6075 0.6152 -2.6858
132 H 0.0356 -1.4372 -0.3922

Atoms 1-6, force components in eV/Å:
-3.71 2.62 -2.81
1.54 2.13 -3.74
-1.86 0.36 1.42
-2.92 0.31 -1.37
-2.53 0.63 1.29
-0.40 -1.68 0.94

Charge: 0

***

No. 3
A molecular structure, C48H65B2ClN4O17P3S2 at a distorted geometry, computed with ωB97M-V with the def2-TZVPD basis set.

Cartesian coordinates (Å):
1 Cl -1.0320 2.2683 2.2039
2 S 1.8363 0.7427 1.5554
3 S -2.4260 3.5488 -0.7804
4 P 0.5505 0.9133 0.1226
5 P -0.3583 -2.4429 -0.2397
6 P -3.1401 2.2492 0.4315
7 O -3.7859 2.9961 1.6959
8 O -2.9920 -3.9650 0.3856
9 O -3.7721 5.3719 6.3409
10 O -1.3337 -2.0530 2.9569
11 O -0.7879 -0.0677 4.1242
12 O 9.8027 -3.6160 -3.6486
13 O -0.3484 -3.5844 5.4279
14 O -1.0876 11.4852 1.0236
15 O -4.3447 1.3475 -0.1331
16 O 0.4302 2.4276 -0.3595
17 O 8.2852 -7.1381 -2.0844
18 O 8.1774 -5.5620 -8.2958
19 O 4.2121 -6.1986 4.7878
20 O -2.4554 7.7285 -2.4452
21 O -1.4457 7.5015 2.0859
22 O 1.0351 0.1264 -1.1850
23 O 3.8150 -5.7447 0.3778
24 N -3.4478 -0.8876 1.4393
25 N -3.9900 -2.9516 -1.6114
26 N -1.0217 0.3534 0.3629
27 N -5.7487 0.0513 4.0606
28 C -4.0912 -1.9871 2.2250
29 C -2.6140 0.0501 2.2685
30 C -1.4701 -0.9152 -0.3350
31 C 1.0368 -2.6800 0.8836
32 C 7.2609 -6.8231 -1.5193
33 C -2.2229 5.5558 3.1584
34 C -2.7719 1.8068 -4.5100
35 C -3.2361 5.8650 5.3724
36 C -1.6499 8.2455 -0.3010
37 C 4.8421 -6.0674 -0.1857
38 C -2.9836 7.3259 5.2809
39 C 2.4855 -2.5682 0.3510
40 C -2.2348 10.0367 -2.0051
41 C 2.7389 -5.1182 6.2749
42 C -1.9724 7.0186 3.0640
43 C -2.3982 7.8605 4.2120
44 C 1.0174 -3.0269 -2.7576
45 C -1.2763 5.0296 -2.8591
46 C 7.2041 -5.6144 -0.6583
47 C -3.4624 0.6983 3.3932
48 C -2.1420 8.5970 -1.6581
49 C 6.0805 -5.2653 -0.0389
50 C -1.9177 1.0393 1.2755
51 C 3.1702 -5.6039 4.9355
52 C -1.2775 3.7022 -3.6436
53 C -2.8095 5.0261 4.2255
54 C 6.0198 -7.6263 -1.6657
55 C 9.6323 -3.3068 -5.9764
56 C -1.5734 -0.6806 -1.8791
57 C -1.8987 0.7188 -2.3556
58 C -0.1440 -3.3548 -1.8027
59 C -1.3062 9.1846 0.5751
60 C 2.2676 -5.3335 3.7843
61 C 0.7021 -4.1903 5.2863
62 C -4.9699 0.9582 3.1987
63 C 1.1230 -4.6792 3.9568
64 C -1.8682 0.7432 -3.9028
65 C -2.9157 -1.3011 0.0749
66 C -2.6866 3.1647 -3.8147
67 C 4.8973 -7.2752 -1.0456
68 C 8.3623 -5.8766 -5.9701
69 C -1.3997 10.6269 0.2293
70 C 8.7718 -5.3897 -4.8019
71 C -1.8915 10.9776 -1.1299
72 C 1.5916 -4.4643 6.4367
73 C 9.4372 -4.0649 -4.7138
74 C 8.5542 -5.1196 -7.2332
75 C 9.2241 -3.7959 -7.1436
76 B -3.2795 -2.8319 -0.3480
77 B -1.4807 -0.7305 3.1299
78 H -4.6162 1.6831 -0.9971
79 H -2.2063 8.9222 4.1244
80 H 1.2289 2.6894 -0.8271
81 H -2.1167 -0.2418 -4.2944
82 H -3.4987 -0.7171 -0.6373
83 H -1.1300 5.8862 -3.5038
84 H 2.9433 -3.5524 0.4167
85 H -2.8885 1.0654 -2.0682
86 H -4.2671 -0.3233 1.2091
87 H -2.9732 1.5714 3.7965
88 H 10.1200 -2.3445 -5.8866
89 H 9.3549 -3.2624 -8.0764
90 H -0.8939 3.8990 -4.6446
91 H -0.0852 -4.4038 -1.5236
92 H -5.0114 -2.2772 1.7282
93 H 1.2444 -1.9675 -2.7957
94 H -2.3088 -1.3492 -2.3173
95 H -0.9468 8.9478 1.5689
96 H -5.3362 0.8938 2.1760
97 H 8.6435 -5.9236 -3.8681
98 H -4.6615 3.3071 1.4393
99 H -0.6339 -0.9403 -2.3441
100 H -5.4943 0.2572 5.0201
101 H -4.3987 -1.6083 3.1913
102 H 1.9201 -3.5413 -2.4407
103 H -2.4636 1.9469 -5.5474
104 H 6.0132 -4.3898 0.5944
105 H -1.9515 12.0341 -1.3579
106 H 2.5406 -2.2462 -0.6808
107 H -1.1480 1.4366 -2.0517
108 H 0.9383 -3.7100 1.2123
109 H -0.6065 2.9913 -3.1697
110 H -0.4784 5.0363 -2.1217
111 H 6.0868 -8.5021 -2.2984
112 H 3.9805 -7.8438 -1.1348
113 H -0.7348 -2.4125 3.6314
114 H -3.4053 -2.8020 2.3826
115 H -3.2267 3.8827 -4.4317
116 H -3.9693 -3.9228 -1.9059
117 H -3.0050 3.9642 4.3103
118 H 7.8755 -6.8396 -6.0600
119 H -3.4507 -0.0148 4.2190
120 H -2.5951 10.2688 -2.9992
121 H -1.0749 -3.2630 -2.3559
122 H -1.1109 -0.3487 4.9844
123 H 2.5933 -5.6977 2.8157
124 H -6.7319 0.2900 4.0026
125 H 0.4450 -4.4779 3.1399
126 H 3.0777 -1.9105 0.9747
127 H -3.3033 7.9198 6.1274
128 H 1.2587 -4.1008 7.4004
129 H -3.2262 3.1216 -2.8681
130 H -5.1635 1.9889 3.4890
131 H -4.9776 -2.7355 -1.4915
132 H 8.1211 -5.0453 -0.5710
133 H 1.7005 0.6492 -1.6437
134 H -1.9097 4.9591 2.3104
135 H 3.4096 -5.3272 7.0982
136 H 0.7835 -3.3851 -3.7569
137 H -3.8007 1.4541 -4.5672
138 H -2.2361 5.1511 -2.3715
139 H 0.9690 -2.0988 1.7938
140 H -1.5898 7.1887 -0.0707
141 H -0.8430 0.9363 -4.2171
142 H -3.7857 -4.4517 0.6239

Atoms 1-6, force components in eV/Å:
0.14 0.01 0.45
-0.37 -0.17 -0.20
-0.39 -0.73 1.48
1.58 -0.05 1.25
-1.76 -1.33 1.34
1.41 1.57 -0.34

Charge: +1

***

Total energy across the listed records, respectively: -3800.88065, -3206.89401, -5696.28449 Eh.
LUMO energy across the listed records, respectively: -5.11, 0.36, -3.49 eV.